# 1
219
Properties=species:S:1:pos:R:3 method="wB97M-V/def2-TZVPD" e_homo_ha=-0.3481 molar_mass_g_mol=1552.6 gap_ev=7.5 charge=+1
C -2.251 0.681 7.046
C -2.661 -0.138 5.819
C -4.172 -0.457 5.749
O -5.034 0.707 5.571
C -6.346 0.260 5.565
N -2.033 0.452 4.571
H -2.226 -0.201 3.802
H -2.289 1.384 4.290
H -0.459 0.586 4.377
H -1.795 0.068 7.780
H -3.115 1.245 7.364
H -1.564 1.498 6.803
H -2.324 -1.203 5.821
H -4.529 -1.042 6.628
H -4.297 -1.159 4.924
H -6.951 1.039 5.910
H -6.420 -0.538 6.313
H -6.726 -0.024 4.598
C -5.356 4.069 2.469
C -5.372 2.569 2.096
C -5.258 2.293 0.595
O -5.280 0.955 0.186
C -6.443 0.251 0.476
N -4.335 1.934 2.849
H -2.381 2.702 2.148
H -4.482 2.086 3.839
H -4.285 0.924 2.686
H -6.327 4.609 2.323
H -4.479 4.624 2.123
H -5.249 4.237 3.597
H -6.400 2.241 2.436
H -4.285 2.682 0.321
H -6.131 2.838 0.175
H -6.493 -0.007 1.536
H -6.408 -0.722 -0.017
H -7.354 0.778 0.080
C -2.389 -1.388 -4.785
C -2.612 -0.061 -5.450
C -2.098 0.099 -6.874
O -2.566 1.378 -7.354
C -2.315 1.477 -8.742
N -3.974 0.428 -5.259
H -4.338 0.976 -6.009
H -4.519 -0.284 -4.893
H 0.082 -5.909 -0.450
H -2.991 -2.115 -5.262
H -2.828 -1.291 -3.778
H -1.388 -1.798 -4.744
H -2.015 0.626 -4.788
H -2.438 -0.783 -7.466
H -0.995 0.126 -6.815
H -3.134 0.892 -9.399
H -1.258 1.122 -8.987
H -2.423 2.546 -9.044
C 7.061 -0.583 -2.628
C 5.850 -1.038 -1.826
C 5.402 0.145 -0.936
O 4.087 -0.047 -0.415
C 4.040 -1.050 0.611
N 4.693 -1.445 -2.627
H 3.747 -0.410 -2.878
H 4.946 -2.033 -3.387
H 4.131 -2.073 -2.015
H 7.839 -0.320 -1.887
H 6.829 0.337 -3.078
H 7.418 -1.297 -3.325
H 6.235 -1.894 -1.239
H 5.258 0.996 -1.628
H 6.132 0.296 -0.163
H 3.191 -0.936 1.292
H 4.967 -1.010 1.136
H 4.029 -2.042 0.177
C 0.283 5.817 -4.914
C -0.552 6.179 -3.716
N -1.647 5.181 -3.576
C -2.939 5.462 -4.032
C -3.754 4.510 -3.598
N -2.929 3.501 -3.025
C -1.690 3.992 -2.923
C -3.329 2.303 -2.343
H 0.464 4.755 -4.958
H 1.176 6.498 -4.872
H -0.211 5.985 -5.876
H -0.906 7.222 -3.851
H 0.004 6.036 -2.816
H -3.176 6.294 -4.597
H -4.739 4.232 -3.782
H -0.885 3.443 -2.429
H -3.008 2.374 -1.306
H -2.853 1.366 -2.718
H -4.387 2.304 -2.491
C 4.459 4.338 3.286
C 4.237 2.901 3.049
N 3.325 2.609 1.863
C 3.577 3.069 0.614
C 2.708 2.495 -0.288
N 1.865 1.743 0.472
C 2.223 1.825 1.796
C 0.687 1.043 -0.061
H 4.579 4.954 2.427
H 5.229 4.646 3.941
H 3.568 4.814 3.686
H 3.772 2.496 3.910
H 5.173 2.401 2.842
H 4.431 3.692 0.577
H 2.781 2.419 -1.373
H 1.697 1.363 2.688
H -0.031 0.992 0.813
H 1.071 0.104 -0.447
H 0.160 1.667 -0.798
C -2.940 -2.312 -1.048
C -1.817 -1.352 -0.471
N -0.484 -1.975 -0.217
C 0.564 -2.106 -1.104
C 1.606 -2.585 -0.379
N 1.171 -2.629 0.971
C -0.103 -2.304 1.051
C 2.003 -3.315 2.016
H -3.856 -1.679 -1.191
H -3.209 -3.201 -0.450
H -2.579 -2.641 -2.039
H -2.132 -0.863 0.495
H -1.717 -0.569 -1.150
H 0.348 -1.964 -2.164
H 2.599 -2.955 -0.682
H -0.801 -2.389 1.940
H 1.413 -3.503 2.868
H 2.806 -2.655 2.241
H 2.569 -4.163 1.693
C 2.993 0.952 -4.155
O 4.254 1.493 -4.418
O 2.811 0.191 -3.107
C 1.955 2.143 -4.185
F 0.734 1.671 -4.496
F 1.726 2.773 -2.986
F 2.316 3.132 -4.959
C 4.772 1.290 -5.730
C 5.708 2.397 -5.991
H 5.380 3.370 -5.527
H 6.736 2.258 -5.722
H 5.784 2.616 -7.085
H 3.906 1.330 -6.446
H 5.266 0.350 -5.849
H 2.625 0.463 -5.184
C -1.053 4.227 1.847
O -1.327 4.688 3.130
O -1.652 3.030 1.522
C -1.706 5.397 0.932
F -0.867 6.361 0.622
F -2.080 4.900 -0.316
F -2.780 5.953 1.486
C -0.532 4.218 4.221
C -1.354 4.444 5.554
H -1.775 5.453 5.643
H -2.195 3.798 5.460
H -0.717 4.243 6.467
H 0.394 4.794 4.131
H -0.302 3.157 4.131
H 0.015 4.329 1.705
C 1.102 0.814 5.493
O 1.503 2.108 5.958
O 0.550 0.958 4.318
C 2.314 -0.206 5.434
F 3.493 0.396 5.130
F 2.441 -1.013 6.602
F 2.075 -1.135 4.535
C 1.808 2.417 7.342
C 0.720 1.969 8.313
H 0.855 2.264 9.348
H -0.237 2.418 8.072
H 0.617 0.914 8.382
H 2.002 3.529 7.300
H 2.762 1.876 7.538
H 0.498 0.300 6.198
C -0.753 -5.888 -2.276
O -0.444 -4.825 -3.089
O -0.619 -5.429 -0.946
C -2.145 -6.314 -2.573
F -2.515 -7.544 -2.071
F -3.068 -5.392 -2.175
F -2.288 -6.383 -3.876
C 0.718 -4.942 -3.916
C 0.525 -5.729 -5.148
H 1.453 -5.944 -5.728
H 0.095 -6.679 -4.831
H -0.101 -5.177 -5.828
H 1.457 -5.420 -3.344
H 1.052 -3.956 -4.124
H -0.149 -6.799 -2.330
C 4.814 -4.664 -1.479
O 4.447 -4.545 -2.947
O 4.586 -3.517 -0.796
C 3.944 -5.794 -0.926
F 2.663 -5.474 -1.168
F 4.190 -6.970 -1.533
F 4.091 -5.908 0.435
C 5.449 -5.251 -3.708
C 5.185 -4.982 -5.181
H 4.267 -5.457 -5.589
H 5.136 -3.948 -5.501
H 5.915 -5.604 -5.704
H 5.237 -6.313 -3.622
H 6.453 -5.041 -3.384
H 5.843 -5.023 -1.375
C -2.642 -2.947 3.504
O -1.471 -3.692 4.004
O -2.205 -1.849 2.882
C -3.468 -3.956 2.603
F -4.079 -4.933 3.275
F -4.351 -3.435 1.723
F -2.613 -4.642 1.790
C -1.823 -4.459 5.213
C -0.738 -5.443 5.484
H -0.873 -5.816 6.553
H -0.842 -6.250 4.712
H 0.198 -4.884 5.406
H -2.770 -4.987 5.060
H -2.006 -3.725 6.026
H -3.313 -2.830 4.350



# 2
11
Properties=species:S:1:pos:R:3 method="wB97M-V/def2-TZVPD" e_homo_ha=-0.3487 molar_mass_g_mol=113.1 gap_ev=7.6 smiles="Nc1ncc(=O)on1" e_above_lowest_kcal_mol=151.03 charge=0
C -0.786 -0.273 -0.021
C 1.080 1.052 -0.284
C 1.953 -0.061 0.003
H -2.608 0.612 0.259
H -2.840 -1.144 0.527
H 1.332 2.200 -0.611
N -2.121 -0.352 0.290
N -0.280 0.905 -0.001
N -0.108 -1.388 -0.142
O 3.159 -0.453 0.562
O 1.220 -1.098 -0.580